[1]
ORCA calculation (the ωB97M-V functional and the def2-TZVPD basis) on a 2-piece molecular cluster, C5H9F2NO overall.

Each line ends with the Mulliken charge.
Positions of all 18 atoms, in Å:
C1 -1.893 -2.064 -0.030  -0.5499
C2 -2.670 0.004 -0.094  -0.4312
C3 1.562 0.600 -0.162  0.5427
C4 1.479 -0.697 0.115  0.4286
C5 1.301 1.482 1.003  -1.2057
N1 1.973 1.075 -1.392  -0.5607
O1 -2.196 -1.058 -0.732  -0.1467
F1 1.275 -1.182 1.366  -0.2702
F2 2.021 -1.717 -0.628  -0.2832
H1 -1.834 -2.999 -0.481  0.3154
H2 -2.128 -2.152 0.963  0.3290
H3 -2.918 -0.050 1.050  0.2188
H4 -3.227 0.724 -0.726  0.2609
H5 1.737 2.483 0.689  0.3405
H6 1.644 1.147 1.880  0.3511
H7 0.225 1.831 1.071  0.2452
H8 1.998 0.573 -2.243  0.2145
H9 1.650 2.000 -1.648  0.2008

Cartesian forces, eV/Å:
1.37 -2.83 0.09
-1.38 1.90 1.26
-0.41 -2.07 0.29
1.32 -1.50 0.15
-2.40 4.56 -4.55
0.15 2.16 -0.01
-1.34 2.30 -0.45
-0.11 0.39 -0.65
-0.89 1.10 0.23
0.57 -1.14 -1.44
-0.57 0.63 2.51
0.66 -0.19 -2.43
0.75 -0.64 0.45
0.17 -1.04 0.86
1.33 -1.22 3.19
0.85 -0.97 0.12
-0.06 -1.44 -0.17
-0.01 -0.01 0.55

Output
* gap between HOMO and LUMO (alpha / beta): 8.0 / 8.6 eV
* energy above the lowest of the compared OMol25 structures with the same formula, charge and spin: 100.8 kcal per mole
* molecular weight: 137.1 Da
* highest occupied orbital energy (alpha / beta): -0.2752 / -0.2861 Ha

[2]
ORCA calculation (the ωB97M-V functional and the def2-TZVPD basis) on a 2-piece molecular cluster, C7H10 overall.

Each line ends with the Mulliken charge.
Positions of all 17 atoms, in Å:
C1 -0.156 2.286 0.133  -1.1422
C2 -0.758 1.143 -0.043  0.7258
C3 -1.225 -0.056 -0.188  0.2975
C4 -1.631 -1.157 -1.075  -0.5656
C5 -1.855 -1.234 0.428  -0.5499
H1 0.920 2.279 0.303  0.1934
H2 -0.664 3.246 0.121  0.2681
H3 -2.477 -1.000 -1.739  0.2338
H4 -0.856 -1.804 -1.485  0.1770
H5 -1.223 -1.926 0.983  0.1731
H6 -2.861 -1.128 0.829  0.2311
C6 2.532 0.418 0.402  -0.7104
C7 1.705 -0.604 0.199  -0.3626
H7 3.014 0.934 -0.424  0.3151
H8 2.735 0.793 1.401  0.3164
H9 1.477 -0.963 -0.803  0.2019
H10 1.199 -1.104 1.021  0.1973

Cartesian forces, eV/Å:
0.01 0.08 0.00
-0.18 -0.49 -0.05
0.04 0.61 0.05
-0.02 -0.07 -0.22
-0.08 -0.08 0.21
-0.16 0.05 -0.02
-0.03 -0.20 -0.02
0.07 -0.03 0.18
-0.08 0.16 0.06
-0.08 0.16 -0.08
0.12 -0.03 -0.15
-0.12 -0.32 -0.04
0.29 0.20 0.04
-0.03 -0.10 0.09
0.01 -0.08 -0.10
0.10 0.05 0.16
0.15 0.07 -0.10

Output
* gap between HOMO and LUMO: 10.4 eV
* energy above the lowest of the compared OMol25 structures with the same formula, charge and spin: 91.6 kcal per mole
* molecular weight: 94.2 Da
* SMILES: C=C=C1CC1.C=C
* highest occupied orbital energy: -0.3387 Ha